1.
Computed, not measured: a cluster of 2 separate species, CH5NS in total, with ωB97M-V/def2-TZVPD.

Last columns: bonded neighbours and bond lengths (Å).
Positions of all 8 atoms, in Å:
1 S 1.3202 -0.6585 1.5920  H2 1.340
2 H 2.4579 -0.9660 2.2288  S1 1.340
3 C -1.0477 0.7499 -1.1074  N4 1.290, H5 1.090, H6 1.077
4 N -1.7461 0.6288 -2.1854  C3 1.290, H7 1.011, H8 1.007
5 H -0.0369 0.3441 -1.1385  C3 1.090
6 H -1.3836 1.3572 -0.2836  C3 1.077
7 H -2.6502 1.0813 -2.2152  N4 1.011
8 H -1.4445 0.0466 -2.9501  N4 1.007

The HOMO energy is -5.922 eV. The energy relative to the best compared isomer or geometry (same formula, charge and spin) is 2.993 eV. Its multiplicity is 1.

---

2.
Computed, not measured: the molecule CH2ClNO2, with ωB97M-V/def2-TZVPD.

Last columns: bonded neighbours and bond lengths (Å).
Positions of all 7 atoms, in Å:
1 O -1.6691 -0.4180 0.6039  N2 1.180
2 N -0.9035 0.3512 0.1395  O1 1.180, O3 1.206, C4 1.589
3 O -1.0491 1.3300 -0.5503  N2 1.206
4 C 0.6106 -0.1294 0.1291  N2 1.589, Cl5 1.811, H6 1.099, H7 1.020
5 Cl 0.7763 -1.4258 -1.1250  C4 1.811
6 H 1.2821 0.6481 -0.2602  C4 1.099
7 H 0.9526 -0.3561 1.0630  C4 1.020

The HOMO energy is -11.231 eV. The energy relative to the best compared isomer or geometry (same formula, charge and spin) is 3.036 eV. Its multiplicity is 1. As for the SMILES: O=[N+]([O-])CCl.

---

3.
Computed, not measured: a cluster of 14 separate species, C20H68N4O14 in total, with ωB97M-V/def2-TZVPD.

Last columns: bonded neighbours and bond lengths (Å).
Positions of all 106 atoms, in Å:
1 C 2.8179 1.7750 1.7625  C2 1.520, H4 1.084, H5 1.123, H6 1.116
2 C 2.9039 3.1080 1.0375  C1 1.520, O3 1.402, H7 1.073, H8 1.104
3 O 2.6429 4.1060 1.9865  C2 1.402, H9 0.969
4 H 3.6879 1.6490 2.3965  C1 1.084
5 H 3.0039 0.9580 1.0155  C1 1.123
6 H 1.8349 1.5710 2.2495  C1 1.116
7 H 2.1029 2.9810 0.3345  C2 1.073
8 H 3.7889 3.3240 0.4135  C2 1.104
9 H 2.2139 4.8810 1.5935  O3 0.969
10 C -2.1991 3.7000 -0.0785  C11 1.575, H13 1.118, H14 1.069, H15 1.073
11 C -0.9711 3.6290 -1.0615  C10 1.575, O12 1.378, H16 1.042, H17 1.073
12 O -1.1461 4.4540 -2.1515  C11 1.378, H18 0.949
13 H -1.9651 3.0590 0.8065  C10 1.118
14 H -3.0361 3.3500 -0.6445  C10 1.069
15 H -2.3631 4.6520 0.3895  C10 1.073
16 H -0.8921 2.6390 -1.3765  C11 1.042
17 H -0.1621 3.8600 -0.3955  C11 1.073
18 H -1.9371 4.0860 -2.5255  O12 0.949
19 C 1.5109 -2.1800 -2.0915  C20 1.499, H22 1.058, H23 1.130, H24 1.091
20 C 1.6319 -3.5480 -2.6925  C19 1.499, O21 1.407, H25 1.101, H26 1.038
21 O 2.9639 -4.0000 -2.6675  C20 1.407, H27 0.946
22 H 0.6559 -1.6740 -2.4555  C19 1.058
23 H 2.3779 -1.4650 -2.2115  C19 1.130
24 H 1.2239 -2.3700 -1.0565  C19 1.091
25 H 1.3319 -3.5270 -3.7515  C20 1.101
26 H 0.9969 -4.2390 -2.2495  C20 1.038
27 H 3.3409 -3.9540 -3.5335  O21 0.946
28 C 3.7509 -2.4990 0.4505  C29 1.567, H31 1.051, H32 1.079, H33 1.119
29 C 3.1589 -1.6310 1.6135  C28 1.567, O30 1.384, H34 1.098, H35 1.092
30 O 2.7499 -2.5420 2.5715  C29 1.384, H36 0.961
31 H 4.5469 -3.1070 0.7685  C28 1.051
32 H 4.1389 -2.0370 -0.4445  C28 1.079
33 H 2.9769 -3.1240 -0.0615  C28 1.119
34 H 2.3079 -1.0560 1.2255  C29 1.098
35 H 3.9689 -1.0430 2.0505  C29 1.092
36 H 2.3219 -2.0630 3.2865  O30 0.961
37 C -0.6891 -5.1460 0.1835  C38 1.592, H40 1.073, H41 1.029, H42 1.101
38 C 0.0399 -4.3110 1.3265  C37 1.592, O39 1.441, H43 1.133, H44 1.105
39 O -0.8801 -4.1320 2.4215  C38 1.441, H45 1.008
40 H -1.0091 -6.1110 0.5275  C37 1.073
41 H 0.0179 -5.2340 -0.5585  C37 1.029
42 H -1.4691 -4.5910 -0.3605  C37 1.101
43 H 0.4469 -3.3560 0.8725  C38 1.133
44 H 0.8949 -4.8700 1.7485  C38 1.105
45 H -0.7851 -3.1810 2.7415  O39 1.008
46 C -3.8401 2.6420 2.9205  C47 1.507, H49 1.070, H50 1.035, H51 1.123
47 C -3.8251 1.1430 2.7675  C46 1.507, O48 1.399, H52 1.085, H53 1.119
48 O -3.0911 0.8070 1.6255  C47 1.399, H54 0.982
49 H -4.4061 2.9090 3.7885  C46 1.070
50 H -4.2941 2.9660 2.0485  C46 1.035
51 H -2.9241 3.2880 2.9955  C46 1.123
52 H -4.8801 0.9630 2.5915  C47 1.085
53 H -3.4411 0.6880 3.7145  C47 1.119
54 H -3.1971 -0.1490 1.4285  O48 0.982
55 C -2.3871 1.2880 -4.1865  O56 1.410, N57 1.323, N58 1.298
56 O -1.3541 0.9080 -3.3055  C55 1.410
57 N -3.6441 1.2430 -3.7765  C55 1.323, H59 1.050, H60 1.020
58 N -2.2811 1.4080 -5.4745  C55 1.298, H61 1.053, H62 1.039
59 H -3.8811 0.9670 -2.7915  N57 1.050
60 H -4.4541 1.4400 -4.3645  N57 1.020
61 H -1.3061 1.4040 -5.8725  N58 1.053
62 H -3.0301 1.6860 -6.1385  N58 1.039
63 C 0.0379 -0.2340 3.4405  O64 1.415, N65 1.303, N66 1.265
64 O -0.0691 -1.5310 2.8855  C63 1.415
65 N -0.8321 0.7220 3.2725  C63 1.303, H67 1.006, H68 1.080
66 N 1.0249 0.1020 4.1575  C63 1.265, H69 1.058, H70 1.014
67 H -1.6331 0.6800 2.6645  N65 1.006
68 H -0.6931 1.7140 3.6765  N65 1.080
69 H 1.6959 -0.6410 4.5005  N66 1.058
70 H 1.2469 0.9570 4.6545  N66 1.014
71 C -0.0681 0.0370 -0.1825  O72 1.393, H73 1.074, H74 1.054, H75 1.129
72 O -0.0551 1.1810 0.6125  C71 1.393, H76 0.950
73 H -0.9351 0.0070 -0.8155  C71 1.074
74 H 0.1329 -0.7830 0.4485  C71 1.054
75 H 0.8859 0.2140 -0.7595  C71 1.129
76 H -0.2871 0.9190 1.4955  O72 0.950
77 C -0.2561 4.2350 2.9515  O78 1.453, H79 1.050, H80 1.155, H81 1.078
78 O -0.6651 3.4260 4.0865  C77 1.453, H82 0.972
79 H -1.0291 4.8990 2.6985  C77 1.050
80 H 0.0959 3.5540 2.0875  C77 1.155
81 H 0.5969 4.7910 3.3055  C77 1.078
82 H -1.0251 3.9980 4.7845  O78 0.972
83 C 1.3969 0.5780 -4.1015  O84 1.425, H85 1.050, H86 1.062, H87 1.104
84 O 2.8139 0.4880 -4.2195  C83 1.425, H88 0.973
85 H 1.2929 0.3820 -3.0755  C83 1.050
86 H 0.8129 -0.1230 -4.6445  C83 1.062
87 H 1.0539 1.6230 -4.1985  C83 1.104
88 H 3.1359 -0.1560 -3.5645  O84 0.973
89 C 4.1319 0.5520 -1.5195  O90 1.426, H91 1.068, H92 1.126, H93 1.069
90 O 4.6889 -0.3320 -2.4895  C89 1.426, H94 0.950
91 H 4.4099 0.2920 -0.5215  C89 1.068
92 H 3.0079 0.6000 -1.4715  C89 1.126
93 H 4.5259 1.5320 -1.6855  C89 1.069
94 H 5.4529 0.0700 -2.8865  O90 0.950
95 C -1.7721 -2.3940 -2.0465  O96 1.370, H97 1.096, H98 1.088, H99 1.049
96 O -2.2911 -3.6160 -2.3865  C95 1.370, H100 0.933
97 H -0.9971 -2.5500 -1.2875  C95 1.096
98 H -2.4741 -1.7530 -1.5175  C95 1.088
99 H -1.2371 -1.8770 -2.7855  C95 1.049
100 H -2.0611 -3.8080 -3.2705  O96 0.933
101 C -3.1051 -2.4600 0.9965  O102 1.418, H103 1.106, H104 1.131, H105 1.052
102 O -4.1861 -1.5650 0.7945  C101 1.418, H106 0.986
103 H -3.2201 -2.7790 2.0495  C101 1.106
104 H -2.0751 -1.9920 0.9955  C101 1.131
105 H -3.0921 -3.3140 0.3815  C101 1.052
106 H -4.9891 -2.0400 1.1135  O102 0.986

The HOMO energy is -8.772 eV. The energy relative to the best compared isomer or geometry (same formula, charge and spin) is 7.175 eV. Its multiplicity is 1.

---

4.
Computed, not measured: a cluster of 4 separate species, C7H9Cl9O2 in total, with ωB97M-V/def2-TZVPD.

Last columns: bonded neighbours and bond lengths (Å).
Positions of all 27 atoms, in Å:
1 Cl -14.6844 3.1797 2.4191  C2 1.733
2 C -15.4465 2.4769 1.0301  Cl1 1.733, Cl3 1.817, Cl4 1.740, H5 1.096
3 Cl -15.9056 3.8758 -0.0339  C2 1.817
4 Cl -16.8542 1.5142 1.3735  C2 1.740
5 H -14.7191 1.8546 0.4964  C2 1.096
6 Cl -10.9789 5.3626 1.1664  C7 1.748
7 C -10.6461 3.8054 0.4463  Cl6 1.748, Cl8 1.772, Cl9 1.756, H10 1.061
8 Cl -9.5124 2.8571 1.4237  C7 1.772
9 Cl -9.9921 4.0081 -1.1710  C7 1.756
10 H -11.5750 3.3045 0.5552  C7 1.061
11 Cl -12.0563 -3.0294 0.4211  C12 1.809
12 C -11.4154 -1.4912 1.1249  Cl11 1.809, Cl13 1.712, Cl14 1.757, H15 1.090
13 Cl -9.8337 -1.7430 1.7297  C12 1.712
14 Cl -12.4959 -0.7070 2.2664  C12 1.757
15 H -11.4385 -0.7425 0.3326  C12 1.090
16 O -13.8447 0.4441 -1.4429  C17 1.249
17 C -12.6681 0.2542 -1.8164  O16 1.249, C18 1.504, O21 1.329
18 C -12.1551 -0.8374 -2.7141  C17 1.504, C19 1.529, H22 1.088, H23 1.087
19 C -10.6535 -0.7626 -2.4367  C18 1.529, C20 1.498, H24 1.087, H25 1.104
20 C -10.3865 0.6458 -2.0022  C19 1.498, O21 1.442, H26 1.090, H27 1.135
21 O -11.6576 1.0303 -1.4399  C17 1.329, C20 1.442
22 H -12.5862 -1.7875 -2.4057  C18 1.088
23 H -12.3764 -0.6212 -3.7560  C18 1.087
24 H -10.3074 -1.4604 -1.6788  C19 1.087
25 H -10.0570 -1.0659 -3.3144  C19 1.104
26 H -9.6028 0.6861 -1.2452  C20 1.090
27 H -10.0525 1.3747 -2.8049  C20 1.135

The HOMO energy is -10.743 eV. Its multiplicity is 1. As for the SMILES: ClC(Cl)Cl.ClC(Cl)Cl.ClC(Cl)Cl.O=C1CCCO1.

---

5.
Computed, not measured: a cluster of 8 separate species, C9H29Br8N3O3 in total, with ωB97M-V/def2-TZVPD.

Last columns: bonded neighbours and bond lengths (Å).
Positions of all 52 atoms, in Å:
1 N 27.5042 5.5613 -5.6454  H2 1.010, H3 1.010, H4 1.010, H5 1.010
2 H 28.3012 5.6181 -6.2632  N1 1.010
3 H 27.1307 6.4991 -5.6105  N1 1.010
4 H 27.8207 5.2662 -4.7328  N1 1.010
5 H 26.7140 4.9971 -5.9234  N1 1.010
6 N 28.5390 3.4802 -8.7742  H7 1.010, H8 1.010, H9 1.010, H10 1.010
7 H 29.1026 2.6440 -8.7169  N6 1.010
8 H 28.4159 3.8052 -9.7225  N6 1.010
9 H 28.9741 4.2121 -8.2310  N6 1.010
10 H 27.6827 3.3814 -8.2477  N6 1.010
11 N 32.0647 4.1540 -3.4644  H12 1.010, H13 1.010, H14 1.010, H15 1.010
12 H 32.3284 4.9892 -2.9614  N11 1.010
13 H 31.4974 3.5445 -2.8927  N11 1.010
14 H 32.9370 3.7052 -3.7050  N11 1.010
15 H 31.5026 4.3825 -4.2718  N11 1.010
16 O 31.0461 7.2681 -7.0747  C17 1.345, H20 0.960
17 C 30.5074 6.1080 -6.6592  O16 1.345, O18 1.255, O19 1.229
18 O 29.6709 5.5740 -7.4270  C17 1.255
19 O 30.7880 5.5713 -5.5893  C17 1.229
20 H 31.5880 7.4158 -6.2961  O16 0.960
21 Br 28.5615 7.1028 -10.6957  C22 2.038
22 C 28.5408 8.5222 -9.2336  Br21 2.038, C23 1.452, H25 1.090, H26 1.090
23 C 27.9971 9.7793 -9.7167  C22 1.452, Br24 2.009, H27 1.090, H28 1.090
24 Br 27.7632 11.0393 -8.1690  C23 2.009
25 H 29.5131 8.5415 -8.7414  C22 1.090
26 H 27.8405 8.0204 -8.5658  C22 1.090
27 H 26.9967 9.7118 -10.1440  C23 1.090
28 H 28.6447 10.3138 -10.4117  C23 1.090
29 Br 32.8849 4.8936 -11.4863  C30 2.027
30 C 33.4332 6.5604 -10.4714  Br29 2.027, C31 1.487, H33 1.090, H34 1.090
31 C 32.2133 7.3805 -10.2441  C30 1.487, Br32 2.004, H35 1.090, H36 1.090
32 Br 32.8191 9.0336 -9.2870  C31 2.004
33 H 34.2372 7.0206 -11.0458  C30 1.090
34 H 33.8438 6.2630 -9.5065  C30 1.090
35 H 31.4320 6.8101 -9.7418  C31 1.090
36 H 31.6366 7.5624 -11.1509  C31 1.090
37 Br 34.3969 6.5895 -5.9905  C38 1.988
38 C 34.1758 7.5534 -4.2655  Br37 1.988, C39 1.520, H41 1.090, H42 1.090
39 C 35.2158 7.2296 -3.2054  C38 1.520, Br40 1.968, H43 1.090, H44 1.090
40 Br 34.7108 5.4720 -2.4785  C39 1.968
41 H 33.1241 7.5439 -3.9792  C38 1.090
42 H 34.3375 8.5888 -4.5651  C38 1.090
43 H 35.2830 7.9811 -2.4188  C39 1.090
44 H 36.1816 7.2151 -3.7105  C39 1.090
45 Br 31.8531 10.3994 -3.6607  C46 2.060
46 C 29.8749 10.3826 -4.2340  Br45 2.060, C47 1.581, H49 1.090, H50 1.090
47 C 29.4057 8.9031 -4.5333  C46 1.581, Br48 2.020, H51 1.090, H52 1.090
48 Br 27.4430 8.8210 -5.0039  C47 2.020
49 H 29.8612 10.7907 -5.2447  C46 1.090
50 H 29.2461 10.9650 -3.5606  C46 1.090
51 H 29.6043 8.2328 -3.6971  C47 1.090
52 H 30.0287 8.5358 -5.3488  C47 1.090

The HOMO energy (alpha / beta) is -5.978 / -12.199 eV. Its multiplicity is 2. As for the expectation value of S²: 0.7504. As for the net charge: +1.

---

| no. | strongest force on any atom (hartree/bohr) |
| --- | --- |
| 1 | 0.02688 |
| 2 | 0.09055 |
| 3 | 0.16184 |
| 4 | 0.07116 |
| 5 | 0.05774 |